No. 1
Entry from OMol25: C5H10S in the gas phase (ωB97M-V with the def2-TZVPD basis set).

Last column: Löwdin charge in e.
Cartesian coordinates (Å):
C1 0.123 1.938 -1.227  -0.07
C2 0.425 0.431 -1.472  -0.11
C3 0.618 -0.474 -0.514  -0.45
C4 0.793 -1.832 -0.901  -0.12
C5 0.633 -0.135 1.028  -0.42
S1 -1.192 0.105 1.460  0.64
H1 -0.091 2.106 -0.225  0.01
H2 0.986 2.534 -1.533  0.08
H3 -0.714 2.185 -1.775  0.04
H4 0.519 0.069 -2.518  0.11
H5 0.782 -1.981 -2.002  0.09
H6 1.690 -2.281 -0.468  0.08
H7 -0.029 -2.511 -0.503  0.10
H8 0.869 -0.995 1.633  0.04
H9 1.211 0.806 1.334  0.10
H10 -1.696 -1.172 1.228  -0.13

Computed properties:
- ΔE to the lowest compared entry with this formula, charge and spin (kJ/mol) = 127.3
- electronic energy (eV) = -16181.15827
- frontier orbital gap (eV) = 9.35
- HOMO (eV) = -8.5
- M (Da) = 102.20



No. 2
Entry from OMol25: C5H11BN2O2 in the gas phase (ωB97M-V with the def2-TZVPD basis set).

Last column: Löwdin charge in e.
Cartesian coordinates (Å):
C1 2.095 0.267 0.389  -0.08
N1 0.832 0.440 -0.323  -0.16
N2 1.010 0.182 -1.744  0.01
C2 0.118 -0.954 -2.001  -0.10
C3 -0.622 -1.330 -0.968  -0.02
C4 -0.366 -0.327 0.179  -0.36
C5 -0.069 -1.019 1.489  -0.05
B1 -1.409 0.843 0.327  -0.61
O1 -1.627 1.658 -0.770  0.15
O2 -1.887 1.171 1.600  0.12
H1 2.935 0.635 -0.287  0.11
H2 2.116 0.897 1.225  0.07
H3 2.328 -0.724 0.556  0.05
H4 0.578 0.992 -2.144  0.10
H5 0.109 -1.216 -3.069  0.11
H6 -1.453 -2.081 -0.980  0.13
H7 0.579 -1.886 1.352  0.08
H8 -1.043 -1.437 1.922  0.12
H9 0.526 -0.462 2.132  0.05
H10 -2.142 2.446 -0.472  0.12
H11 -2.610 1.906 1.586  0.15

Computed properties:
- ΔE to the lowest compared entry with this formula, charge and spin (kJ/mol) = 193.8
- electronic energy (eV) = -13115.15700
- frontier orbital gap (eV) = 8.02
- HOMO (eV) = -7.8
- M (Da) = 141.97



No. 3
Entry from OMol25: C5H11BS in the gas phase (ωB97M-V with the def2-TZVPD basis set).

Last column: Löwdin charge in e.
Cartesian coordinates (Å):
C1 -1.937 -1.435 1.046  -0.18
C2 -1.699 -0.694 -0.267  -0.19
B1 -0.129 0.360 0.002  0.08
C3 1.243 -0.489 -0.218  -0.11
C4 0.534 2.214 0.326  -0.60
C5 1.730 2.770 -0.441  -0.45
S1 1.945 2.354 1.275  0.83
H1 -0.988 -1.604 1.625  0.07
H2 -2.325 -2.564 0.904  0.12
H3 -2.553 -0.864 1.688  0.04
H4 -1.654 -1.470 -0.970  0.04
H5 -2.436 0.037 -0.577  0.05
H6 1.432 -1.499 0.188  0.06
H7 2.056 0.212 0.385  0.04
H8 1.524 -0.483 -1.206  0.01
H9 -0.263 2.923 0.453  0.05
H10 2.381 2.097 -1.044  0.07
H11 1.566 3.757 -0.872  0.07

Computed properties:
- ΔE to the lowest compared entry with this formula, charge and spin (kJ/mol) = 260.9
- electronic energy (eV) = -16870.83325
- frontier orbital gap (eV) = 8.87
- HOMO (eV) = -8.5
- M (Da) = 114.02



No. 4
Entry from OMol25: a gas-phase ion, C5H11BrN (charge +1) (ωB97M-V with the def2-TZVPD basis set).

Last column: Löwdin charge in e.
Cartesian coordinates (Å):
C1 -0.207 0.822 -2.459  0.15
C2 0.719 0.271 -1.170  -0.63
Br1 2.361 -0.401 -1.943  0.81
N1 0.176 -0.249 -0.033  -0.45
C3 -0.438 -1.536 -0.084  -0.03
C4 -0.809 0.747 0.614  0.04
C5 1.273 -0.298 1.009  -0.03
H1 0.312 0.857 -3.347  0.00
H2 -1.237 1.251 -2.194  0.08
H3 -1.098 -1.803 0.708  0.11
H4 -1.023 -1.559 -1.006  0.12
H5 0.301 -2.422 -0.182  0.16
H6 -1.815 0.807 0.045  0.15
H7 -0.745 0.692 1.655  0.09
H8 -0.254 1.705 0.362  0.13
H9 1.619 0.737 1.251  0.14
H10 0.905 -0.782 1.854  0.09
H11 2.201 -0.795 0.638  0.08

Computed properties:
- ΔE to the lowest compared entry with this formula, charge and spin (kJ/mol) = 483.1
- electronic energy (eV) = -76884.49577
- frontier orbital gap (alpha / beta) (eV) = 8.67 / 8.54
- HOMO (alpha / beta) (eV) = -13.3 / -13.4
- charge = +1
- M (Da) = 165.05



No. 5
Entry from OMol25: a gas-phase ion, C5H11BrN (charge +1) (ωB97M-V with the def2-TZVPD basis set).

Last column: Löwdin charge in e.
Cartesian coordinates (Å):
C1 0.000 -2.462 -0.214  -0.05
C2 -0.247 -1.031 -0.056  -0.33
C3 -1.770 -0.821 0.313  -0.01
C4 0.664 -0.089 0.196  -0.53
Br1 2.556 -0.296 0.009  0.85
C5 0.149 1.572 0.293  -0.08
N1 1.154 2.536 -0.308  0.13
H1 -0.291 -2.668 -1.161  0.08
H2 -0.541 -2.987 0.443  0.07
H3 0.953 -2.843 -0.221  0.06
H4 -1.972 -0.641 1.342  0.09
H5 -2.355 -1.588 -0.114  0.07
H6 -2.157 -0.002 -0.289  0.08
H7 -0.676 1.651 -0.296  0.07
H8 -0.062 1.766 1.265  0.09
H9 2.139 1.867 -0.262  0.11
H10 1.455 3.324 0.314  0.19
H11 1.003 2.713 -1.254  0.13

Computed properties:
- ΔE to the lowest compared entry with this formula, charge and spin (kJ/mol) = 251.6
- electronic energy (eV) = -76886.89518
- frontier orbital gap (eV) = 9.72
- HOMO (eV) = -13.2
- charge = +1
- M (Da) = 165.05



No. 6
Entry from OMol25: a gas-phase ion, C5H11BrN (charge +1) (ωB97M-V with the def2-TZVPD basis set).

Last column: Löwdin charge in e.
Cartesian coordinates (Å):
C1 -1.038 -2.131 0.238  0.15
C2 -1.001 -0.502 -0.228  -0.55
Br1 -2.812 0.317 -0.020  0.75
N1 0.176 0.309 0.033  -0.46
C3 0.023 1.379 -1.150  0.06
C4 1.291 -0.469 -0.302  -0.07
C5 0.165 0.924 1.326  0.00
H1 -1.924 -2.723 0.683  0.10
H2 -0.256 -2.663 -0.183  0.00
H3 0.961 1.878 -1.382  0.12
H4 -0.402 0.723 -1.893  0.09
H5 -0.706 2.070 -0.734  0.08
H6 1.154 -0.989 -1.330  0.17
H7 2.160 0.156 -0.382  0.11
H8 1.639 -1.193 0.433  0.12
H9 0.321 0.014 1.905  0.12
H10 1.038 1.504 1.399  0.11
H11 -0.790 1.393 1.588  0.10

Computed properties:
- ΔE to the lowest compared entry with this formula, charge and spin (kJ/mol) = 510.0
- electronic energy (eV) = -76884.21729
- frontier orbital gap (alpha / beta) (eV) = 8.81 / 8.56
- HOMO (alpha / beta) (eV) = -13.5 / -13.6
- charge = +1
- M (Da) = 165.05



No. 7
Entry from OMol25: 2 unconnected molecules or ions with the total composition C5H11BrNO (ωB97M-V with the def2-TZVPD basis set).

Last column: Löwdin charge in e.
Cartesian coordinates (Å):
C1 -0.944 -2.937 0.098  -0.09
C2 0.018 -1.900 -0.334  -0.22
C3 -0.321 -0.713 -0.840  -0.09
C4 -0.060 2.319 -0.251  -0.26
C5 0.116 1.264 0.792  -0.71
N1 1.319 0.963 1.183  0.20
O1 1.180 2.526 -0.864  -0.03
Br1 -1.351 0.785 1.837  0.96
H1 -0.757 -3.847 -0.471  0.09
H2 -1.972 -2.624 -0.060  0.08
H3 1.064 -2.164 -0.234  0.11
H4 -1.358 -0.464 -1.001  0.07
H5 0.421 -0.080 -1.301  0.06
H6 -0.402 3.229 0.283  0.16
H7 -0.852 2.045 -0.958  0.14
H8 1.516 0.359 1.973  0.15
H9 2.096 1.334 0.635  0.15
H10 -0.795 -3.187 1.150  0.08
H11 1.082 3.094 -1.638  0.13

Computed properties:
- ΔE to the lowest compared entry with this formula, charge and spin (kJ/mol) = 27.7
- electronic energy (eV) = -78935.42687
- frontier orbital gap (eV) = 8.37
- HOMO (eV) = -13.3
- charge = +1
- M (Da) = 181.05



No. 8
Entry from OMol25: 2 unconnected molecules or ions with the total composition C5H11BrNO2PS2 (ωB97M-V with the def2-TZVPD basis set).

Last column: Löwdin charge in e.
Cartesian coordinates (Å):
C1 2.116 0.993 1.753  -0.12
C2 0.691 0.775 2.117  -0.26
C3 -0.269 1.777 1.417  -0.27
N1 -0.062 1.985 0.193  -0.52
S1 -0.914 2.997 -0.676  0.40
Br1 -0.143 3.032 -2.728  0.19
H1 2.699 0.147 1.963  0.05
H2 2.059 1.297 0.667  0.09
H3 2.473 1.794 2.450  0.09
H4 0.501 0.757 3.242  0.12
H5 0.279 -0.293 1.696  0.13
H6 -1.214 2.295 1.800  0.12
S2 -0.002 -1.579 -3.632  0.38
P1 -0.028 -0.316 -1.814  0.63
O1 -1.619 -0.507 -1.431  -0.41
C4 -1.845 -1.474 -0.446  -0.23
C5 -0.552 -2.326 -0.467  -0.30
O2 0.470 -1.403 -0.671  -0.39
H7 1.045 -1.003 -4.295  -0.20
H8 -2.686 -2.060 -0.820  0.12
H9 -1.961 -0.895 0.549  0.14
H10 -0.496 -2.863 0.471  0.11
H11 -0.542 -3.131 -1.338  0.13

Computed properties:
- ΔE to the lowest compared entry with this formula, charge and spin (kJ/mol) = 137.3
- electronic energy (eV) = -111949.17339
- frontier orbital gap (eV) = 8.37
- HOMO (eV) = -8.6
- M (Da) = 292.16



No. 9
Entry from OMol25: C5H11Cl in the gas phase (ωB97M-V with the def2-TZVPD basis set).

Last column: Löwdin charge in e.
Cartesian coordinates (Å):
C1 0.031 0.268 1.528  -0.08
C2 0.039 0.150 0.008  -0.66
C3 1.220 -0.880 -0.474  -0.05
C4 0.081 1.433 -0.760  -0.08
C5 -1.178 -0.754 -0.352  -0.56
Cl1 -2.814 0.000 -0.073  0.52
H1 0.730 0.951 1.943  0.07
H2 -0.984 0.695 1.830  0.09
H3 0.172 -0.778 1.831  0.08
H4 1.414 -0.699 -1.584  0.10
H5 0.938 -1.884 -0.224  0.05
H6 2.176 -0.686 0.114  0.10
H7 1.036 1.800 -0.442  0.08
H8 -0.001 1.164 -1.861  0.11
H9 -0.604 2.196 -0.577  0.05
H10 -1.139 -1.295 -1.289  0.07
H11 -1.117 -1.680 0.382  0.11

Computed properties:
- ΔE to the lowest compared entry with this formula, charge and spin (kJ/mol) = 77.3
- electronic energy (eV) = -17885.24188
- frontier orbital gap (eV) = 11.22
- HOMO (eV) = -10.4
- M (Da) = 106.60



No. 10
Entry from OMol25: 3 unconnected molecules or ions with the total composition C5H11Cl2O4P (ωB97M-V with the def2-TZVPD basis set).

Last column: Löwdin charge in e.
Cartesian coordinates (Å):
C1 0.546 -1.258 1.597  -0.15
O1 -0.766 -0.929 2.096  -0.43
P1 -2.000 -1.113 1.120  0.51
Cl1 -1.598 0.275 -0.395  0.19
O2 -3.099 -0.451 2.050  -0.43
C2 -2.937 0.425 3.167  -0.12
H1 0.574 -2.305 1.621  0.06
H2 1.394 -0.971 2.172  0.07
H3 0.840 -0.718 0.617  0.07
H4 -3.038 -0.102 4.144  0.09
H5 -3.881 1.039 3.109  0.10
H6 -2.057 1.087 3.151  0.05
O3 -0.607 2.357 2.174  -0.01
C3 0.019 2.860 1.294  -0.76
Cl2 1.491 2.368 0.643  0.71
H7 -0.242 3.788 0.941  0.05
C4 2.193 -0.358 -4.557  -0.05
C5 2.176 -1.657 -3.766  -0.30
O4 1.896 -2.693 -4.319  0.04
H8 3.234 -0.028 -4.506  0.09
H9 1.558 0.379 -4.130  0.06
H10 1.775 -0.522 -5.481  0.05
H11 2.527 -1.471 -2.742  0.11

Computed properties:
- ΔE to the lowest compared entry with this formula, charge and spin (kJ/mol) = 0.0
- electronic energy (eV) = -47886.43785
- frontier orbital gap (eV) = 9.53
- HOMO (eV) = -9.1
- M (Da) = 237.02